C19H33F8N2O13S3 | ωB97M-V with the def2-TZVPD basis set

The geometry in XYZ format:
```
78
Properties=species:S:1:pos:R:3:lowdin_charge:R:1
N -0.0643 -0.1314 0.8892 -0.5907
O -0.3451 -0.2594 2.0884 -0.0233
O -0.6545 0.7469 0.1912 -0.1005
O 0.7592 -0.8876 0.3422 -0.0376
O 3.5098 2.0386 2.8144 -0.2751
S 2.3185 2.0230 3.5992 0.5796
O 1.8984 0.8546 4.2811 -0.2526
O 2.4876 3.1248 4.7662 -0.2449
C 2.6477 4.4838 4.4037 -0.3211
C 3.3270 5.2052 5.5463 -0.0722
C 0.9702 2.6915 2.6613 -0.1207
H 1.6945 4.9895 4.2071 0.1160
H 3.2390 4.6295 3.4930 0.1216
H 4.2589 4.6908 5.7917 0.0824
H 2.6885 5.1820 6.4278 0.0787
H 3.6000 6.2211 5.2657 0.0770
H 1.1957 3.7473 2.5423 0.0461
H 0.0569 2.5681 3.2370 0.0886
H 0.8647 2.1689 1.7150 0.0553
O -2.3031 -5.7665 2.2606 -0.2850
S -2.0526 -4.6938 1.3473 0.5565
O -0.8913 -4.7469 0.5364 -0.2512
O -3.2676 -4.5486 0.3274 -0.2844
C -4.6055 -4.9213 0.7189 -0.2518
C -5.5654 -3.9237 0.0929 -0.0615
C -2.1791 -3.1337 2.1810 -0.1004
H -4.7246 -4.9645 1.8008 0.1122
H -4.7687 -5.9219 0.3140 0.1205
H -6.4952 -3.9112 0.6616 0.0773
H -5.7191 -4.0725 -0.9713 0.0811
H -5.1226 -2.9337 0.2176 0.0621
H -2.3844 -2.3788 1.4269 0.0620
H -1.2390 -2.9327 2.6864 0.0786
H -3.0275 -3.2169 2.8566 0.0704
O 3.5888 -2.2756 -2.8219 -0.2578
S 4.2258 -1.2445 -2.0931 0.5529
O 4.8902 -1.5275 -0.8708 -0.2646
O 5.2774 -0.6053 -3.1186 -0.2591
C 6.1926 0.3666 -2.5862 -0.2830
C 7.3131 0.5167 -3.5993 -0.0696
C 3.0905 0.0840 -1.8228 -0.1127
H 6.5926 0.0422 -1.6247 0.1150
H 5.6695 1.3135 -2.4208 0.1147
H 7.7146 -0.4817 -3.7773 0.0817
H 8.1054 1.1551 -3.2171 0.0760
H 6.9084 0.8897 -4.5387 0.0765
H 3.6172 0.8729 -1.2954 0.0690
H 2.3059 -0.3329 -1.1860 0.0398
H 2.6935 0.3670 -2.7935 0.0763
N -0.8986 -4.2832 -3.6623 0.0506
C -0.0506 -3.5325 -4.3627 -0.1637
C 0.4452 -2.3212 -3.9070 -0.0819
C 0.0913 -1.9173 -2.6450 -0.0801
C -0.8074 -2.6688 -1.9183 -0.0643
C -1.2755 -3.8513 -2.4657 -0.1443
H 0.2546 -3.9412 -5.3203 0.0949
H 1.0775 -1.7644 -4.5873 0.0982
H 0.4718 -0.9971 -2.2206 0.0818
H -1.0373 -2.2562 -0.9441 0.0875
H -1.9596 -4.4529 -1.8804 0.0865
C -3.2918 2.3039 -1.2514 -0.0496
C -3.9586 1.0363 -0.7682 -0.4581
C -3.4438 -0.1615 -1.5582 -0.3038
F -4.0828 -1.2612 -1.0808 0.0807
F -3.6997 -0.0307 -2.8786 0.0992
F -3.6339 0.7906 0.5199 0.1216
F -5.3108 1.1393 -0.8466 0.1241
O -3.7414 3.4965 -0.6276 0.0604
C -3.1247 3.9203 0.5125 -0.5627
C -1.6127 4.1319 0.3529 -0.2866
F -1.3864 4.9036 -0.7309 0.1033
F -1.1584 4.7762 1.4594 0.0824
F -3.6935 5.1120 0.7929 0.1463
F -3.3317 3.1245 1.5687 0.1640
H -3.4856 2.4327 -2.3136 0.1526
H -2.2161 2.1822 -1.1054 0.1259
H -2.3722 -0.2629 -1.3564 0.1447
H -1.0600 3.1916 0.2711 0.1423
```

**E_HOMO**: -0.231 Eh
**Total charge**: -1
**Orbital gap**: 8.6 eV
**Lowest unoccupied orbital energy**: 2.289 eV
**DFT total energy**: -3824.8542 Eh
**Maximum force**: 1.380 eV/A
**Relative energy (zero: lowest compared OMol25 entry of this formula, charge and spin)**: 0.0 kcal/mol